{"formula": "C18H48FNO10P2Si2", "method": "ωB97M-V/def2-TZVPD", "species": ["C", "C", "O", "C", "Si", "N", "O", "Si", "C", "F", "C", "C", "H", "H", "H", "H", "H", "H", "H", "H", "H", "H", "H", "H", "H", "H", "H", "H", "H", "H", "O", "P", "O", "C", "C", "O", "C", "C", "O", "C", "C", "H", "H", "H", "H", "H", "H", "H", "H", "H", "H", "H", "H", "H", "H", "H", "O", "P", "O", "C", "C", "O", "C", "C", "O", "C", "C", "H", "H", "H", "H", "H", "H", "H", "H", "H", "H", "H", "H", "H", "H", "H"], "positions_angstrom": [[7.748, -4.696, -3.078], [6.442, -4.310, -3.788], [6.536, -3.181, -4.626], [6.839, -1.989, -3.923], [5.346, -1.241, -3.023], [5.400, -1.790, -1.368], [4.019, -1.950, -3.729], [2.529, -1.280, -3.440], [1.461, -2.459, -2.406], [0.117, -2.179, -2.759], [1.745, -3.931, -2.612], [1.637, -4.381, -4.066], [8.635, -4.343, -3.600], [7.807, -5.785, -3.068], [7.730, -4.398, -2.030], [5.641, -4.226, -3.043], [6.156, -5.134, -4.440], [7.713, -2.075, -3.265], [7.123, -1.259, -4.687], [5.308, 0.230, -3.144], [5.045, -1.125, -0.691], [6.346, -2.043, -1.112], [2.719, 0.010, -2.733], [1.861, -1.030, -4.731], [1.559, -2.189, -1.350], [2.719, -4.158, -2.174], [1.003, -4.491, -2.033], [2.447, -3.980, -4.679], [0.694, -4.033, -4.484], [1.700, -5.465, -4.128], [-2.855, -1.926, 3.006], [-1.404, -2.016, 3.208], [-1.056, -2.395, 4.725], [-1.547, -3.623, 5.270], [-0.818, -4.835, 4.718], [-0.828, -0.514, 3.182], [-1.675, 0.602, 2.899], [-2.259, 1.196, 4.164], [-0.146, -2.645, 2.448], [-0.333, -3.337, 1.193], [-1.041, -2.487, 0.158], [-2.623, -3.703, 5.090], [-1.395, -3.557, 6.346], [-1.097, -5.021, 3.678], [-1.074, -5.726, 5.292], [0.261, -4.684, 4.752], [-2.458, 0.316, 2.197], [-1.055, 1.349, 2.401], [-2.680, 0.422, 4.805], [-3.039, 1.919, 3.922], [-1.484, 1.705, 4.739], [-0.884, -4.265, 1.368], [0.662, -3.611, 0.846], [-2.063, -2.252, 0.468], [-1.091, -3.007, -0.796], [-0.523, -1.538, 0.014], [-3.310, 4.619, 1.732], [-3.829, 5.353, 0.571], [-5.411, 5.167, 0.430], [-6.265, 5.589, 1.498], [-6.373, 7.101, 1.591], [-3.363, 4.546, -0.742], [-2.519, 3.400, -0.641], [-3.326, 2.124, -0.525], [-3.634, 6.794, -0.091], [-2.724, 7.748, 0.501], [-1.323, 7.192, 0.658], [-5.912, 5.167, 2.443], [-7.244, 5.160, 1.289], [-5.447, 7.538, 1.970], [-7.175, 7.383, 2.274], [-6.570, 7.534, 0.610], [-1.830, 3.504, 0.198], [-1.915, 3.377, -1.550], [-4.109, 2.209, 0.229], [-2.679, 1.285, -0.262], [-3.821, 1.893, -1.469], [-3.118, 8.076, 1.467], [-2.719, 8.612, -0.160], [-1.303, 6.360, 1.365], [-0.648, 7.963, 1.029], [-0.949, 6.821, -0.297]], "charge": 0}



{"formula": "C18H48N3O15P3", "method": "ωB97M-V/def2-TZVPD", "species": ["C", "O", "P", "O", "O", "C", "O", "C", "H", "H", "H", "H", "H", "H", "H", "H", "H", "C", "O", "P", "O", "O", "C", "O", "C", "H", "H", "H", "H", "H", "H", "H", "H", "H", "C", "O", "P", "O", "O", "C", "O", "C", "H", "H", "H", "H", "H", "H", "H", "H", "H", "C", "N", "C", "C", "O", "H", "H", "H", "H", "H", "H", "H", "C", "N", "C", "C", "O", "H", "H", "H", "H", "H", "H", "H", "C", "N", "C", "C", "O", "H", "H", "H", "H", "H", "H", "H"], "positions_angstrom": [[-5.244, -17.370, 5.413], [-4.191, -16.523, 5.181], [-2.909, -17.235, 4.417], [-2.397, -18.494, 5.019], [-3.503, -17.497, 2.945], [-3.760, -16.451, 1.943], [-1.968, -15.925, 4.335], [-0.806, -15.947, 3.580], [-6.117, -16.757, 5.671], [-5.013, -17.988, 6.317], [-5.492, -18.010, 4.578], [-3.724, -16.892, 0.948], [-3.058, -15.678, 2.206], [-4.741, -16.004, 2.086], [-0.388, -14.911, 3.618], [-0.993, -16.189, 2.522], [-0.050, -16.613, 4.003], [-4.507, -23.098, 0.077], [-5.548, -23.394, 1.073], [-5.578, -24.905, 1.640], [-5.688, -26.052, 0.744], [-6.780, -24.683, 2.713], [-8.121, -24.862, 2.420], [-4.408, -24.841, 2.665], [-3.885, -25.890, 3.424], [-3.538, -22.855, 0.482], [-4.882, -22.259, -0.512], [-4.590, -23.906, -0.663], [-8.520, -23.865, 2.036], [-8.617, -25.234, 3.303], [-8.317, -25.627, 1.608], [-3.119, -26.506, 2.880], [-4.649, -26.575, 3.796], [-3.365, -25.493, 4.315], [0.261, -25.649, 8.605], [0.802, -26.016, 7.316], [1.309, -25.089, 6.135], [0.473, -23.911, 5.720], [1.370, -26.125, 4.989], [1.045, -25.689, 3.643], [2.846, -24.795, 6.592], [3.663, -24.088, 5.583], [-0.306, -26.549, 8.871], [-0.334, -24.763, 8.466], [1.021, -25.528, 9.390], [1.335, -26.454, 2.977], [1.466, -24.710, 3.388], [-0.056, -25.535, 3.561], [3.017, -23.482, 4.930], [4.178, -24.856, 5.003], [4.284, -23.470, 6.254], [-1.821, -21.880, 4.969], [-2.167, -21.987, 3.561], [-3.264, -21.131, 3.047], [-1.504, -22.797, 2.713], [-1.655, -22.817, 1.464], [-0.932, -22.447, 5.194], [-2.686, -22.247, 5.605], [-1.642, -20.860, 5.178], [-3.651, -21.559, 2.114], [-4.015, -21.027, 3.885], [-2.821, -20.203, 2.790], [-0.789, -23.524, 3.244], [1.773, -21.030, 6.979], [0.830, -21.250, 8.047], [-0.353, -20.407, 8.028], [0.785, -22.339, 8.844], [-0.013, -22.597, 9.711], [1.444, -21.386, 5.978], [2.660, -21.574, 7.264], [2.125, -19.980, 6.860], [-1.300, -20.884, 8.345], [-0.213, -19.577, 8.734], [-0.559, -20.015, 7.067], [1.640, -22.976, 8.689], [0.452, -20.713, 0.712], [0.431, -19.226, 0.770], [1.638, -18.376, 0.922], [-0.748, -18.622, 0.676], [-0.910, -17.409, 0.619], [0.465, -21.250, 1.649], [1.217, -21.113, 0.085], [-0.511, -21.024, 0.223], [1.841, -18.313, 1.981], [2.488, -18.882, 0.463], [1.439, -17.406, 0.507], [-1.598, -19.327, 0.531]], "charge": 0}



{"formula": "C18H48N9O3P2", "method": "ωB97M-V/def2-TZVPD", "species": ["C", "C", "O", "C", "C", "N", "C", "N", "C", "N", "H", "H", "H", "H", "H", "H", "H", "H", "H", "H", "H", "H", "O", "P", "N", "C", "C", "N", "C", "C", "N", "C", "C", "H", "H", "H", "H", "H", "H", "H", "H", "H", "H", "H", "H", "H", "H", "H", "H", "H", "H", "O", "P", "N", "C", "C", "N", "C", "C", "N", "C", "C", "H", "H", "H", "H", "H", "H", "H", "H", "H", "H", "H", "H", "H", "H", "H", "H", "H", "H"], "positions_angstrom": [[-1.559, 1.974, -2.942], [-0.524, 2.307, -4.003], [0.855, 2.340, -3.519], [1.009, 2.810, -2.286], [0.771, 4.101, -1.919], [1.032, 4.147, -0.553], [0.865, 5.377, 0.216], [2.152, 5.974, 0.525], [1.395, 2.953, -0.148], [1.401, 2.101, -1.175], [-1.237, 1.065, -2.434], [-2.496, 1.815, -3.475], [-1.754, 2.789, -2.247], [-0.718, 3.251, -4.513], [-0.578, 1.524, -4.755], [0.437, 4.889, -2.566], [0.260, 6.041, -0.406], [0.323, 5.238, 1.149], [1.997, 6.796, 1.094], [2.607, 6.249, -0.338], [1.645, 2.658, 0.859], [1.642, 1.121, -1.169], [-2.491, -1.071, -5.515], [-2.482, -2.177, -4.479], [-0.913, -2.780, -4.935], [-0.420, -4.139, -5.016], [0.188, -1.843, -4.768], [-3.858, -3.026, -5.090], [-3.916, -4.414, -5.552], [-4.760, -2.229, -5.931], [-2.529, -2.996, -2.963], [-1.850, -2.251, -1.901], [-2.511, -4.406, -2.646], [0.123, -4.449, -4.110], [0.277, -4.223, -5.854], [-1.198, -4.873, -5.201], [0.454, -1.700, -3.708], [-0.065, -0.867, -5.185], [1.082, -2.186, -5.291], [-2.951, -4.820, -5.851], [-4.548, -4.510, -6.435], [-4.381, -5.064, -4.805], [-4.393, -2.151, -6.960], [-4.894, -1.224, -5.541], [-5.747, -2.694, -5.956], [-0.770, -2.462, -1.876], [-2.268, -2.499, -0.923], [-1.983, -1.173, -2.038], [-1.496, -4.752, -2.417], [-2.907, -5.055, -3.417], [-3.122, -4.583, -1.755], [1.662, -1.716, 4.622], [2.139, -0.417, 5.207], [1.004, -0.284, 6.494], [0.338, 0.884, 7.030], [1.051, -1.361, 7.481], [1.793, 0.537, 3.771], [0.959, 1.729, 3.672], [1.621, -0.242, 2.544], [3.291, 0.715, 5.764], [4.238, 0.121, 6.719], [3.186, 2.133, 6.007], [0.847, 1.293, 7.915], [-0.676, 0.614, 7.337], [0.227, 1.691, 6.312], [1.932, -1.283, 8.131], [1.077, -2.336, 6.994], [0.165, -1.348, 8.117], [0.231, 1.836, 4.473], [0.360, 1.737, 2.756], [1.583, 2.631, 3.605], [0.612, -0.665, 2.464], [2.336, -1.056, 2.477], [1.791, 0.401, 1.670], [3.852, 0.144, 7.747], [5.191, 0.652, 6.700], [4.450, -0.919, 6.461], [2.969, 2.343, 7.061], [2.438, 2.648, 5.416], [4.142, 2.612, 5.773]], "charge": 1}



Going through the records in order, we get HOMO energy values of -9.42; -9.09; -9.58 eV.
Going through the records in order, we get energy values of -2883.61188; -3031.80291; -2115.48293 hartree.
Going through the records in order, we get Kohn-Sham gap values of 10.0; 9.4; 6.9 eV.